No. 1
The following is a quantum chemistry calculation of 2 unconnected molecules or ions with the total composition C4H9NO, from OMol25.

```
! wB97M-V def2-TZVPD RIJCOSX def2/J DEFGRID3
* xyz 0 1
H 2.55796 0.36523 0.98876
C -2.65144 1.48903 0.15097
N 2.51519 -0.30661 0.22933
H 0.92960 -1.39039 1.01712
C -1.32170 -0.40414 -0.26771
C 1.16564 -0.84556 0.09716
C 0.06154 0.19498 -0.17173
H -1.46163 -1.01506 -1.16251
H 2.78863 0.18286 -0.61675
O -2.10041 2.20019 0.87542
H 1.17648 -1.58104 -0.71339
H 0.08747 0.93301 0.63861
H 0.30264 0.72932 -1.09635
H -1.58917 -0.99610 0.60971
H -2.46080 0.44428 -0.57864
*
```

Its energy relative to the best compared isomer or geometry (same formula, charge and spin) is 89.4 kcal per mole. Its molar mass is 87.12 g mol⁻¹. The highest occupied orbital energy comes out at -8.6 eV. The frontier orbital gap is 0.3509 Eh. The calculation puts the lowest unoccupied orbital energy at 0.978 eV. The electronic energy comes out at -287.69002 Eh.

Atomic partial charges in e from the natural (NBO) method, atoms 1 to 5: 0.350 0.425 -0.825 0.184 -0.593

No. 2
The following is a quantum chemistry calculation of a molecular structure, C24H38Cl3NO4SbScSi3, from OMol25.

```
! wB97M-V def2-TZVPD RIJCOSX def2/J DEFGRID3
* xyz 0 1
C -2.78133 -0.62348 5.17191
H -3.55584 -0.02380 -2.59146
C -0.41092 -3.42545 3.79358
O -3.64640 -1.51184 0.98179
C 1.71535 -1.89223 1.07969
H 4.41688 2.51967 2.19707
H 4.18783 1.67840 -1.96364
H -1.24541 3.25238 -3.90873
C -1.53533 -0.03697 5.35610
H -0.58302 -3.07546 -0.91587
Si -0.11845 -1.57107 -2.84151
H 2.19459 -1.54198 -3.80129
C 1.61626 -2.21078 -3.16095
H 2.03735 3.72894 -1.34151
H -1.03682 -2.17549 -5.04506
H -2.02737 -0.92032 -4.30812
C -2.58030 -1.09227 1.37758
C -0.74394 0.15734 4.23559
H -1.35155 -3.95251 3.87965
C 1.87995 3.62220 -2.41558
C 1.32353 -2.41034 2.40448
H -3.36165 0.06294 -0.84015
C 3.33630 2.55842 2.13928
C 1.49823 -2.38144 4.83088
Si -2.03223 1.84944 -1.99495
H -3.02189 3.83714 -0.89454
H 2.16706 -2.34181 -2.22722
H 1.56456 -3.18416 -3.65629
H 2.77194 -1.64275 0.98292
C 2.00805 -2.07321 3.58480
H 0.52340 2.07544 -5.01344
C -2.34696 -0.76226 2.84054
H -3.42301 -0.80219 6.02475
Si 1.90569 1.81860 -2.93639
H -1.94678 1.72983 -4.48097
C -2.04419 2.52848 -3.74355
O -1.53047 -0.83867 0.64823
Sb 0.14896 0.60574 -1.53004
C 1.51332 1.69140 -4.76927
Cl -0.38290 -3.39080 6.49958
H 2.93938 -1.52359 3.51917
H 0.93162 4.09794 -2.67098
O 1.19768 1.19718 5.17223
C -1.09660 -2.80694 -1.83933
H -1.16838 0.25722 6.32889
H 1.58803 0.66666 -5.13645
C 0.63608 0.78703 4.18198
C -0.99873 -1.24657 -4.46855
H -1.25641 3.92201 -0.85179
Cl 2.82882 4.24061 2.01523
C 0.28270 -3.04621 4.92736
H 1.39626 -2.55576 0.27305
O 1.09636 0.82480 2.96250
C -2.11117 3.24990 -0.75250
H 2.02286 -2.08722 5.72969
N -1.15757 -0.21621 3.03584
H 3.56542 0.05481 -2.23004
H -1.21904 -3.71288 -2.44096
H -2.11917 2.86857 0.27103
H 2.83425 2.09382 2.97966
H -2.08150 -2.43169 -1.56189
H -0.45101 -3.37673 1.65985
H 4.14331 1.00608 -3.59609
Cl 2.85252 1.63309 0.69123
Sc 0.32283 -0.17267 1.32248
H -0.49448 -0.49627 -5.07846
H 2.67544 4.17061 -2.92765
H -2.99410 3.03771 -3.92986
H -4.17778 -1.43089 3.71513
C 0.10683 -3.09896 2.54816
C -3.21077 -0.98435 3.89747
C 3.60385 1.06198 -2.64761
H 2.24965 2.28730 -5.31742
C -3.45434 0.66141 -1.74742
H -4.38532 1.23313 -1.68182
*
```

Its energy relative to the best compared isomer or geometry (same formula, charge and spin) is 0.8 kcal per mole. Its molar mass is 761.90 g mol⁻¹. The highest occupied orbital energy comes out at -7.7 eV. The frontier orbital gap is 0.2798 Eh. The calculation puts the lowest unoccupied orbital energy at -0.106 eV. The electronic energy comes out at -4543.36184 Eh.

Atomic partial charges in e from the Mulliken method, atoms 1 to 5: -0.395 0.237 -0.909 -0.680 -1.007

No. 3
The following is a quantum chemistry calculation of a molecular structure, C16H14BF5N6Zr, from OMol25.

```
! wB97M-V def2-TZVPD RIJCOSX def2/J DEFGRID3
* xyz 2 1
N 2.74363 -0.72604 -0.60455
C -4.38064 -0.88960 2.70030
H -1.08526 0.61559 -5.12252
C 1.22321 -3.17182 3.28874
C -1.40120 0.32817 -2.92937
C -5.03388 -1.88927 1.94916
H 5.96820 -1.32597 -0.94776
H 1.19152 -4.14072 3.63977
N 0.64626 1.02644 -2.37402
F -5.06648 -3.29583 -0.02934
H 0.90679 4.64880 1.77559
C -4.47925 -2.32332 0.72690
C -3.25258 -0.26724 2.14629
C -0.20412 2.78253 1.24507
N 0.04296 1.85862 0.22805
C -0.73727 0.70952 -4.09806
H 0.45561 -3.02314 2.51203
B 1.91824 1.49289 -1.58400
C 4.50482 0.28787 -1.54273
H -2.26729 -0.30229 -2.75636
F -4.89267 -0.43368 3.87936
C 0.77156 3.78541 1.14308
N -0.55602 0.62962 -1.86040
N 1.21856 2.20088 -0.37615
C -3.35108 -1.65457 0.22970
C 1.58918 3.41637 0.06231
H 1.03588 -2.46712 4.11382
C 4.97320 -0.90811 -0.96347
N 3.14998 0.40598 -1.30158
F -2.80968 -2.20718 -0.91369
H 2.52378 2.32971 -2.25295
C 3.80563 -1.48592 -0.37783
C 0.50296 1.20867 -3.69713
H 1.32481 1.66542 -4.23859
F -6.28299 -2.28388 2.29034
H 3.72395 -2.40850 0.18777
H 2.42084 3.90349 -0.42559
Zr -1.86300 1.21741 -0.33719
C -2.76387 -0.50879 0.83752
F -2.61404 0.62141 2.98354
H -0.89935 2.52669 2.03566
H 2.21290 -2.95905 2.85387
H 5.08621 1.01054 -2.09560
*
```

Its energy relative to the best compared isomer or geometry (same formula, charge and spin) is 30.1 kcal per mole. Its molar mass is 487.36 g mol⁻¹. The highest occupied orbital energy comes out at -13.5 eV. The frontier orbital gap is 0.1263 Eh. The calculation puts the lowest unoccupied orbital energy at -10.064 eV. The electronic energy comes out at -1517.11585 Eh.

Atomic partial charges in e from the natural (NBO) method, atoms 1 to 5: -0.336 0.262 0.291 -0.838 -0.099

No. 4
The following is a quantum chemistry calculation of C8H10O2 in the gas phase, from OMol25.

```
! wB97M-V def2-TZVPD RIJCOSX def2/J DEFGRID3
* xyz 0 1
O -0.10564 -0.68749 -0.21698
C 0.57062 1.35021 -0.50946
H 0.23696 -1.51970 2.38010
H 0.33928 0.11436 3.06293
C -1.86826 0.00178 1.24746
H -2.02441 -1.08379 1.21483
C 0.47362 0.20433 -1.11630
H 1.08857 2.19128 -0.96749
C 0.45012 -0.51748 2.16003
H 1.48812 -0.45446 1.92346
H 0.86779 -1.63397 -4.00798
H -2.21965 0.56270 2.21844
C -0.38228 0.04037 1.02781
C 0.78247 0.00447 -2.54930
H 1.18193 0.67481 -3.27399
O 0.38251 2.27213 1.69739
H 0.24608 -2.05674 -2.38090
C 0.58992 -1.29290 -3.04318
H -2.23104 0.41060 0.31267
C 0.13329 1.41947 0.82047
*
```

Its energy relative to the best compared isomer or geometry (same formula, charge and spin) is 62.9 kcal per mole. Its molar mass is 138.17 g mol⁻¹. The highest occupied orbital energy comes out at -9.1 eV. The frontier orbital gap is 0.3247 Eh. The calculation puts the lowest unoccupied orbital energy at -0.273 eV. The electronic energy comes out at -461.23830 Eh.

Atomic partial charges in e from the natural (NBO) method, atoms 1 to 5: -0.491 -0.401 0.213 0.241 -0.617

No. 5
The following is a quantum chemistry calculation of a molecular structure, C6H15BrNO2Sr, from OMol25.

```
! wB97M-V def2-TZVPD RIJCOSX def2/J DEFGRID3
* xyz 1 1
C -37.20996 -34.96194 -10.76980
H -32.99588 -38.94747 -11.80738
Br -38.43099 -37.14538 -8.02429
O -35.94862 -35.43802 -10.34788
H -34.40321 -37.13309 -11.86829
H -37.64637 -35.64832 -11.50534
H -35.13181 -41.27748 -10.09292
H -33.16312 -35.98930 -9.48814
N -33.54991 -36.78016 -9.99592
H -37.83441 -34.85974 -9.89136
C -32.87751 -39.08596 -10.72442
H -32.06857 -39.80551 -10.53007
H -35.27226 -34.84437 -12.20609
H -33.70304 -41.36424 -11.11724
Sr -40.76608 -36.77860 -6.35070
C -34.89283 -35.14109 -11.21900
H -32.20518 -37.99516 -9.01941
H -33.06012 -35.96885 -11.89746
C -32.47910 -37.77970 -10.05513
C -34.52984 -40.71155 -10.80572
H -37.11013 -33.98899 -11.27028
H -35.12805 -40.45748 -11.68721
H -34.33118 -34.25711 -10.86062
H -31.57937 -37.42297 -10.58349
O -34.06738 -39.55690 -10.16118
C -33.94388 -36.30470 -11.32725
*
```

Its molar mass is 300.71 g mol⁻¹. The highest occupied orbital energy comes out at -10.1 eV. The frontier orbital gap is 0.1525 Eh. The calculation puts the lowest unoccupied orbital energy at -5.993 eV. The electronic energy comes out at -3047.29449 Eh.

Atomic partial charges in e from the Mulliken method, atoms 1 to 5: -0.770 0.376 -0.510 -0.254 0.287

No. 6
The following is a quantum chemistry calculation of a molecular structure, C26H33FIMoN4O4SSi, from OMol25.

```
! wB97M-V def2-TZVPD RIJCOSX def2/J DEFGRID3
* xyz 1 3
O 3.63826 -1.47132 -0.48038
H -0.94801 -0.37341 -5.98620
C 2.00387 0.05420 1.19612
H 2.83780 -0.55827 1.53462
H 1.78337 -1.49255 -2.81943
H 0.25608 -2.57833 -0.54423
C 0.07386 3.16520 2.97754
C 0.23254 2.72429 0.59601
C 1.57687 1.44876 -4.66660
H 1.04776 3.83904 -2.79858
H -3.37762 2.86928 -2.44834
H 1.01942 0.98828 -6.68850
C 2.51769 -1.16154 -0.80809
C 0.73438 -0.32777 1.95454
H -2.06945 -6.99256 1.91471
H -2.23465 2.97342 -3.78159
H -1.52040 -2.24183 1.64859
C -2.00142 -3.01150 1.06094
H -4.27270 -0.77626 1.77180
H 2.00725 3.44009 -0.35032
I 3.22384 2.60314 -5.13951
O -0.35064 -0.39348 1.16894
C -0.57792 -0.04801 -3.90764
C 1.31242 3.78811 2.94710
H 2.19623 -2.95459 -1.91780
C -3.52577 -3.66023 -0.70959
C 1.73970 -1.96981 -1.84031
Mo -0.14325 0.19828 -0.76588
N -0.29570 2.13991 -0.60406
C 1.46361 3.37651 0.58462
C -2.05351 -6.79651 0.84277
C -0.30790 0.09644 -5.25325
C 1.24192 1.25427 -3.33455
H -3.77324 0.78298 1.05211
H -0.49235 3.06007 3.89283
H -3.76774 -5.76413 -1.00890
H 2.23885 1.09241 1.43014
C -3.48630 -0.25056 1.23167
H 1.73342 4.18253 3.86149
N 1.76991 -0.15009 -0.23789
H -2.72092 3.94047 0.22728
F -1.68172 2.11765 1.82928
H -0.28001 4.77942 -3.46285
C 0.78494 0.85845 -5.64026
O -2.12713 -0.32374 -1.04005
H -2.32819 1.51448 -2.79407
N 0.18274 0.52721 -2.96767
C 2.00087 3.90779 1.74687
H -1.05502 -7.04917 0.48111
H -2.63993 5.20912 -0.99848
S -3.33471 -1.01864 -0.36777
O 0.69425 -0.54392 3.13488
C 0.14827 4.39532 -2.53364
C -3.26322 -4.99542 -0.43766
H 2.96295 4.40082 1.71844
H 1.83727 1.67245 -2.53409
H -2.76481 -7.46377 0.36015
Si -1.12662 3.38632 -1.59697
C -2.36702 2.60009 -2.76377
H -1.05348 -4.61751 2.09289
H 0.46583 5.25618 -1.94166
H -1.43652 -0.60540 -3.55442
C -2.36510 -5.35634 0.55943
H -2.53150 -0.28795 1.75047
N 0.32816 -2.01224 -1.38885
C -2.04242 4.49943 -0.41964
H -1.36460 5.07488 0.21285
C -1.74098 -4.34567 1.30102
C -2.89736 -2.67599 0.04124
C -0.45118 2.66762 1.80371
H -4.22759 -3.38984 -1.48930
H -0.26378 -2.46438 -2.07881
*
```

Its energy relative to the best compared isomer or geometry (same formula, charge and spin) is 3.9 kcal per mole. The expectation value of S² is 2.017. Its molar mass is 767.57 g mol⁻¹. The highest occupied orbital energy (spin up / spin down) comes out at -10.5 / -11.3 eV. The frontier orbital gap (spin up / spin down) is 0.2657 / 0.2961 Eh. The calculation puts the lowest unoccupied orbital energy (spin up / spin down) at -3.306 / -3.280 eV. The electronic energy comes out at -2683.91813 Eh.

Atomic partial charges in e from the Mulliken method, atoms 1 to 5: -0.647 0.492 -0.687 0.572 0.204

No. 7
The following is a quantum chemistry calculation of C4H12N2S in the gas phase, from OMol25.

```
! wB97M-V def2-TZVPD RIJCOSX def2/J DEFGRID3
* xyz 0 1
C -1.16105 0.46092 -0.17140
H 1.14393 2.08682 -0.52919
C 0.74343 -1.01666 0.88874
H 2.36463 0.99919 0.14605
C 1.78616 1.23211 -0.74489
H 2.51683 1.54052 -1.48109
H -3.14962 0.37936 0.31236
H 1.46757 -1.74873 0.57742
H -0.34255 -1.37719 -0.87194
N 1.05639 0.07247 -1.23701
H 0.73612 0.29349 -2.15939
C 0.05513 -0.48897 -0.35305
S -0.25692 -1.95205 2.10342
H -1.37547 0.83204 -1.16980
N -2.32275 -0.18785 0.44838
H -2.44844 -1.11694 0.08717
H -0.85823 1.27373 0.50700
H 1.27241 -0.23708 1.42590
H -1.22758 -1.04519 2.22132
*
```

Its energy relative to the best compared isomer or geometry (same formula, charge and spin) is 11.5 kcal per mole. Its molar mass is 120.22 g mol⁻¹. The highest occupied orbital energy comes out at -8.6 eV. The frontier orbital gap is 0.3524 Eh. The calculation puts the lowest unoccupied orbital energy at 0.953 eV. The electronic energy comes out at -667.27656 Eh.

Atomic partial charges in e from the natural (NBO) method, atoms 1 to 5: -0.232 0.164 -0.513 0.192 -0.420

No. 8
The following is a quantum chemistry calculation of 2 unconnected molecules or ions with the total composition C5H8N2, from OMol25.

```
! wB97M-V def2-TZVPD RIJCOSX def2/J DEFGRID3
* xyz 0 1
H -1.37618 -1.70961 1.59806
C 0.86108 -1.31007 0.12429
H -1.06099 -0.00921 -1.42039
H -0.18408 -1.23442 2.82459
C -0.79928 -0.87437 1.99855
H -1.45277 -0.06334 2.32365
C 0.28889 1.67162 -1.42453
H -0.48384 2.38473 -1.15722
C 1.45700 -0.39307 -0.71281
C 0.88192 0.90670 -0.48517
N 0.09786 0.85369 0.69028
H 0.47151 1.49196 -2.48027
H -0.81891 -0.69687 -1.22665
N 0.08222 -0.38929 0.94645
H 2.03558 -0.62846 -1.59883
*
```

Its energy relative to the best compared isomer or geometry (same formula, charge and spin) is 136.9 kcal per mole. Its molar mass is 96.13 g mol⁻¹. The highest occupied orbital energy (spin up / spin down) comes out at -8.3 / -8.3 eV. The frontier orbital gap (spin up / spin down) is 0.2690 / 0.2690 Eh. The calculation puts the lowest unoccupied orbital energy (spin up / spin down) at -0.958 / -0.958 eV. The electronic energy comes out at -304.61727 Eh.

Atomic partial charges in e from the natural (NBO) method, atoms 1 to 5: 0.237 -0.169 -0.046 0.229 -0.413